Entry 1:
11
Properties=species:S:1:pos:R:3 method="wB97M-V/def2-TZVPD" lumo_energy_ev=0.9 homo_ev=-11.04 relative_energy_kcal_mol=40.9
C -1.053 -0.666 0.587
C 0.425 -0.414 0.502
O 0.971 -0.979 -0.700
C 1.065 0.415 -0.526
C 0.213 1.390 -1.185
N -0.454 2.287 -1.478
H -1.567 -0.070 1.345
H -1.519 -0.507 -0.389
H -1.163 -1.725 0.846
H 0.978 -0.488 1.441
H 2.094 0.743 -0.395



Entry 2:
85
Properties=species:S:1:pos:R:3 method="wB97M-V/def2-TZVPD" lumo_energy_ev=-2.7 homo_ev=-9.27 relative_energy_kcal_mol=9.3 charge=+1
Pd 1.164 -0.074 -0.839
C -5.665 -2.233 -0.662
C -4.429 -3.132 -0.667
C -4.480 -4.051 0.562
C -4.446 -3.986 -1.946
C -3.135 -2.334 -0.649
C -1.901 -2.978 -0.612
C -0.748 -2.236 -0.681
N -0.738 -0.897 -0.779
C -1.908 -0.240 -0.727
C -3.103 -0.948 -0.676
C -1.907 1.262 -0.669
C -3.096 1.988 -0.673
C -3.079 3.370 -0.532
C -1.829 3.965 -0.378
C -0.695 3.180 -0.425
N -0.724 1.857 -0.578
C -4.343 4.219 -0.578
C -4.412 5.106 0.674
C -5.611 3.369 -0.646
C -4.278 5.108 -1.830
H -6.559 -2.855 -0.695
H -5.691 -1.573 -1.532
H -5.719 -1.626 0.245
H -5.413 -4.618 0.554
H -4.442 -3.471 1.487
H -3.657 -4.766 0.573
H -5.361 -4.579 -1.979
H -3.598 -4.672 -1.984
H -4.415 -3.355 -2.837
H -1.823 -4.054 -0.532
H 0.217 -2.719 -0.649
H -4.031 -0.402 -0.646
H -4.041 1.483 -0.791
H -1.727 5.033 -0.232
H 0.290 3.627 -0.340
H -4.417 4.501 1.583
H -5.330 5.696 0.653
H -3.574 5.801 0.729
H -5.703 2.710 0.220
H -5.650 2.766 -1.557
H -6.481 4.026 -0.654
H -3.389 5.742 -1.825
H -5.155 5.758 -1.869
H -4.261 4.502 -2.739
Br 5.279 -5.316 6.639
C 5.819 -3.767 5.704
C 6.599 -2.820 6.338
C 7.004 -1.694 5.636
C 6.597 -1.490 4.325
C 5.824 -2.468 3.692
C 5.439 -3.604 4.377
N 7.082 -0.298 3.698
N 6.558 0.238 2.699
C 5.175 0.218 2.416
C 4.155 -0.047 3.317
C 2.832 -0.215 2.911
C 2.480 -0.098 1.574
O 1.264 -0.331 1.122
C 3.487 0.330 0.672
N 3.089 0.549 -0.625
C 3.973 0.925 -1.516
C 5.326 1.127 -1.194
C 5.749 0.923 0.089
C 4.820 0.511 1.075
H 6.888 -2.959 7.371
H 7.625 -0.940 6.104
H 5.544 -2.348 2.655
H 4.845 -4.364 3.888
H 4.407 -0.125 4.366
H 2.052 -0.451 3.624
H 3.614 1.088 -2.525
H 6.013 1.439 -1.968
H 6.781 1.080 0.372
I 2.627 -2.461 -2.703
C 1.710 -0.850 -3.653
C 1.715 -0.780 -5.036
C 1.126 0.314 -5.644
C 0.557 1.300 -4.857
C 0.577 1.149 -3.486
N 1.145 0.091 -2.885
H 2.172 -1.570 -5.614
H 1.109 0.391 -6.725
H 0.097 2.176 -5.291
H 0.135 1.877 -2.822



Entry 3:
26
Properties=species:S:1:pos:R:3 method="wB97M-V/def2-TZVPD" lumo_energy_ev=-6.2 homo_ev=-12.29 relative_energy_kcal_mol=58.1 charge=+1
C 2.317 -3.775 1.580
C 1.132 -4.589 1.741
N -0.129 -3.985 1.193
I -0.927 -2.487 2.400
H 2.960 -4.013 0.686
H 2.541 -2.938 2.293
H 1.140 -5.593 2.235
H -0.766 -4.763 0.979
H 0.158 -3.550 0.306
C 0.224 -0.187 0.366
O 0.240 0.545 -0.839
P 0.430 2.246 -0.718
O 1.398 2.221 0.451
O -1.130 2.411 -0.211
C -2.168 1.869 -1.039
O 0.574 3.939 -0.925
C -0.182 4.536 -1.989
H -0.209 -1.167 0.154
H 1.243 -0.331 0.731
H -0.385 0.310 1.125
H -2.536 0.941 -0.598
H -1.817 1.670 -2.053
H -2.989 2.585 -1.085
H -1.218 4.683 -1.676
H -0.152 3.917 -2.887
H 0.252 5.509 -2.219



Entry 4:
14
Properties=species:S:1:pos:R:3 method="wB97M-V/def2-TZVPD" lumo_energy_ev=-3.4 homo_ev=-14.46 relative_energy_kcal_mol=75.7 charge=+1
C -1.896 0.603 0.190
C -1.308 -0.573 0.595
C -0.608 1.139 -0.438
C 1.042 -0.907 -0.595
C -0.026 -0.131 0.036
N 1.417 -0.164 0.597
H -2.947 0.824 -0.045
H -1.698 -1.409 1.202
H -0.691 1.301 -1.508
H -0.046 1.976 0.050
H 1.317 -2.011 -0.526
H 1.742 -0.599 -1.456
H 1.669 -0.644 1.428
H 2.033 0.595 0.471